[1]
{
  "formula": "C16H18B2N6O2Pb",
  "method": "ωB97M-V with the def2-TZVPD basis set",
  "de_lowest_kcal_mol": 3.9,
  "charge": 2,
  "largest_force_ev_per_a": 5.14,
  "orbital_gap_ev": [4.563, 3.142],
  "lumo_energy_ev": [-9.44, -10.87],
  "molar_mass_g_mol": 555.18,
  "elements": ["C", "N", "N", "C", "C", "B", "N", "N", "C", "C", "C", "Pb", "N", "N", "C", "C", "C", "H", "H", "H", "H", "H", "H", "H", "H", "H", "H", "H", "C", "H", "H", "H", "O", "B", "O", "C", "C", "C", "C", "C", "C", "H", "H", "H", "H"],
  "xyz": [[-0.114, -2.653, -1.449], [0.720, -1.618, -1.213], [1.895, -1.896, -1.884], [1.765, -3.046, -2.575], [0.503, -3.572, -2.310], [3.169, -1.021, -1.692], [2.895, 0.429, -2.202], [1.946, 1.232, -1.592], [2.019, 2.451, -2.175], [2.987, 2.420, -3.187], [3.507, 1.126, -3.180], [0.114, 0.584, -0.051], [3.422, -0.944, -0.150], [2.458, -0.473, 0.708], [2.958, -0.565, 1.954], [4.255, -1.102, 1.907], [4.507, -1.333, 0.554], [2.386, -0.254, 2.820], [5.363, -1.738, 0.041], [4.915, -1.296, 2.733], [4.114, -1.491, -2.248], [4.259, 0.656, -3.792], [2.572, -3.406, -3.194], [3.275, 3.227, -3.830], [0.096, -4.496, -2.684], [1.400, 3.272, -1.848], [-1.090, -2.696, -0.984], [-0.628, 3.214, 0.974], [-1.520, 3.206, 0.331], [-1.510, 4.114, -0.286], [-1.558, 2.335, -0.348], [-2.422, 3.208, 0.954], [-3.165, -0.444, 0.364], [-1.889, -0.534, 1.028], [-2.137, -0.347, 2.434], [-3.447, -0.022, 2.558], [-4.137, 0.318, 3.692], [-5.518, 0.538, 3.562], [-6.137, 0.484, 2.315], [-5.401, 0.202, 1.153], [-4.070, -0.080, 1.308], [-3.609, 0.397, 4.636], [-6.100, 0.758, 4.456], [-7.208, 0.662, 2.230], [-5.840, 0.196, 0.161]],
  "forces_ev_per_a": [[0.99, 0.19, -0.53], [-0.18, -0.07, -0.10], [-0.83, 0.38, -0.04], [-0.62, 0.42, 0.76], [-0.05, 0.18, 0.12], [-0.41, 0.21, 0.67], [-0.93, 0.22, 0.25], [0.15, 0.42, -0.39], [0.61, -0.92, -0.52], [-0.25, -0.21, 0.35], [-0.82, 0.34, 0.88], [4.23, -2.58, -1.36], [-0.53, 0.30, 0.21], [-0.24, 0.27, 0.52], [0.55, -0.27, -0.81], [-0.18, 0.01, -0.42], [-0.88, 0.45, 0.52], [0.07, -0.02, -0.17], [0.03, -0.01, 0.06], [0.00, -0.02, 0.01], [-0.10, 0.01, -0.06], [0.07, 0.05, 0.08], [-0.03, -0.05, 0.12], [0.05, 0.14, -0.10], [0.00, 0.03, 0.01], [-0.03, -0.06, -0.03], [0.05, 0.03, -0.16], [-0.22, -0.09, -0.18], [-0.20, 0.34, -0.12], [-0.02, -0.29, 0.19], [-0.21, 0.60, 0.17], [0.23, -0.01, -0.12], [0.75, 0.29, 0.50], [-2.20, 0.27, 1.08], [0.00, 0.25, -0.87], [1.24, -0.29, 1.06], [-0.54, 0.21, 0.91], [1.89, -0.06, 1.85], [-0.35, -0.27, -2.48], [-0.92, 0.14, -0.21], [-0.14, -0.39, -1.63], [-0.24, -0.07, -0.01], [0.11, -0.01, -0.23], [0.23, 0.00, 0.03], [-0.11, -0.07, 0.21]],
  "mulliken_charge": [-0.116, 0.034, -0.041, -0.078, -1.108, -0.059, 0.020, -0.133, -0.183, -1.076, -0.026, 1.272, 0.041, 0.017, -0.317, -0.987, -0.019, 0.397, 0.454, 0.403, -0.048, 0.474, 0.457, 0.404, 0.408, 0.473, 0.342, 0.292, -0.901, 0.344, 0.093, 0.303, -0.434, 0.487, -0.422, 0.944, -0.839, -0.374, -0.393, -0.777, 0.764, 0.498, 0.452, 0.451, 0.506]
}

---

[2]
{
  "formula": "C4H24BO20",
  "method": "ωB97M-V with the def2-TZVPD basis set",
  "de_lowest_kcal_mol": 0.0,
  "largest_force_ev_per_a": 3.15,
  "spin_multiplicity": 2,
  "orbital_gap_ev": [8.689, 2.378],
  "lumo_energy_ev": [-1.70, -8.01],
  "molar_mass_g_mol": 403.03,
  "elements": ["O", "C", "O", "B", "O", "C", "O", "O", "C", "O", "C", "O", "O", "O", "H", "H", "O", "H", "H", "O", "H", "H", "O", "H", "H", "O", "H", "H", "O", "H", "H", "O", "H", "H", "O", "H", "H", "O", "H", "H", "O", "H", "H", "O", "H", "H", "O", "H", "H"],
  "xyz": [[-0.969, -2.516, 2.040], [-0.224, -1.652, 1.622], [-0.121, -1.305, 0.332], [0.829, -0.145, 0.141], [1.381, 0.091, 1.485], [0.742, -0.741, 2.379], [0.808, -0.750, 3.596], [-0.028, 0.965, -0.341], [0.329, 1.342, -1.545], [-0.181, 2.148, -2.319], [1.646, 0.538, -1.877], [1.878, -0.302, -0.882], [2.370, 0.743, -2.848], [-1.990, -4.858, 0.636], [-2.912, -4.655, 0.794], [-1.513, -4.314, 1.263], [0.847, 2.026, -5.149], [0.230, 1.324, -4.943], [1.575, 1.891, -4.541], [-3.176, -0.148, 0.729], [-2.790, -0.965, 0.413], [-2.567, 0.162, 1.399], [-1.806, 3.210, -4.386], [-1.775, 4.141, -4.608], [-0.955, 3.030, -3.988], [-2.141, 0.899, 3.323], [-1.581, 0.642, 4.055], [-2.996, 0.522, 3.530], [0.204, -3.813, -1.896], [-0.292, -3.001, -1.999], [-0.463, -4.499, -1.870], [-1.729, 3.959, -0.740], [-0.962, 3.453, -1.009], [-1.475, 4.872, -0.876], [-0.725, 2.816, 2.111], [-0.469, 2.309, 1.341], [-1.335, 2.248, 2.582], [3.542, 2.483, 2.440], [3.179, 1.699, 2.854], [4.461, 2.267, 2.281], [-1.256, -1.671, -2.522], [-1.488, -1.002, -3.165], [-1.276, -1.213, -1.681], [0.242, -2.580, 5.942], [0.589, -2.160, 5.155], [1.018, -2.817, 6.450], [4.799, -1.707, -1.860], [4.238, -1.328, -1.184], [4.285, -1.636, -2.665]],
  "forces_ev_per_a": [[1.41, 1.72, -0.12], [-0.86, -1.27, -1.15], [0.53, 0.48, -0.20], [-0.22, -1.64, 1.31], [-1.04, -1.02, 1.07], [0.13, 0.58, 1.59], [0.57, 0.57, -2.30], [-0.37, 1.38, -0.88], [0.02, 0.31, -1.00], [0.60, -1.11, 2.16], [2.43, 0.11, -1.99], [-0.89, 0.59, -0.27], [-2.10, -0.47, 2.28], [-0.05, -0.36, -0.35], [-0.21, 0.01, 0.05], [0.17, 0.28, 0.14], [-0.17, 0.42, -0.15], [-0.17, -0.26, -0.12], [0.41, -0.20, 0.26], [-0.23, 0.22, -0.23], [0.04, -0.37, -0.05], [0.19, 0.06, 0.26], [-0.45, -0.02, 0.13], [-0.04, 0.21, -0.22], [0.38, -0.07, -0.08], [0.16, 0.05, -0.15], [0.38, -0.24, 0.33], [-0.46, -0.03, -0.03], [0.61, -0.37, 0.15], [-0.07, 0.02, -0.26], [-0.15, -0.20, 0.17], [-0.54, -0.30, 0.48], [0.52, -0.64, -0.35], [0.03, 0.70, -0.03], [0.66, 1.27, -0.52], [0.33, -0.37, -0.55], [-1.03, -0.65, 0.61], [-0.13, 0.24, -0.11], [-0.18, -0.24, 0.09], [0.26, -0.01, -0.05], [-0.07, 0.51, -0.06], [-0.18, 0.04, -0.37], [-0.17, 0.05, 0.51], [-0.21, -0.08, 0.19], [0.01, 0.20, -0.36], [0.14, -0.09, 0.17], [0.32, -0.06, 0.07], [-0.19, 0.06, 0.15], [-0.15, 0.00, -0.22]],
  "lowdin_spin": [0.001, 0.000, 0.001, 0.001, 0.002, 0.000, 0.001, 0.017, 0.018, 0.144, 0.021, 0.017, 0.050, 0.000, 0.000, 0.000, 0.050, -0.001, -0.001, 0.000, 0.000, 0.000, 0.040, 0.000, -0.001, -0.001, 0.000, 0.000, 0.000, 0.000, 0.000, 0.312, -0.003, 0.001, 0.324, -0.001, 0.004, 0.000, 0.000, 0.000, 0.000, 0.000, 0.000, 0.000, 0.000, 0.000, 0.001, 0.000, 0.000]
}

---

[3]
{
  "formula": "C22H36N4O2SSn",
  "method": "ωB97M-V with the def2-TZVPD basis set",
  "de_lowest_kcal_mol": 0.0,
  "largest_force_ev_per_a": 0.15,
  "orbital_gap_ev": 8.108,
  "lumo_energy_ev": 0.41,
  "molar_mass_g_mol": 539.33,
  "elements": ["Sn", "C", "O", "C", "C", "O", "C", "H", "H", "H", "H", "H", "H", "H", "H", "H", "H", "C", "C", "C", "C", "N", "C", "S", "N", "C", "C", "C", "C", "H", "H", "H", "H", "H", "H", "H", "H", "H", "H", "H", "H", "H", "H", "H", "H", "H", "H", "H", "H", "C", "C", "C", "C", "C", "C", "C", "C", "N", "H", "H", "H", "H", "H", "H", "N", "C"],
  "xyz": [[-0.906, -2.392, -1.865], [-3.659, -2.412, -3.796], [-3.500, -2.243, -2.395], [-4.579, -1.518, -1.803], [-4.567, -0.022, -2.054], [-3.927, 0.622, -0.983], [-3.852, 2.018, -1.193], [-4.633, -2.859, -4.013], [-2.870, -3.081, -4.132], [-3.570, -1.462, -4.330], [-4.512, -1.690, -0.728], [-5.513, -1.955, -2.170], [-5.600, 0.344, -2.142], [-4.055, 0.207, -2.999], [-4.855, 2.445, -1.320], [-3.240, 2.248, -2.070], [-3.390, 2.454, -0.312], [4.780, -1.412, 2.006], [4.078, -0.738, 3.183], [3.089, 0.360, 2.786], [1.696, -0.137, 2.400], [1.656, -1.070, 1.285], [1.825, -0.774, -0.009], [1.785, -2.045, -1.155], [2.020, 0.497, -0.346], [2.287, 0.985, -1.700], [3.769, 0.929, -2.050], [4.682, 1.634, -1.050], [4.344, 3.105, -0.834], [5.514, -2.138, 2.355], [5.311, -0.671, 1.403], [4.088, -1.933, 1.345], [4.839, -0.296, 3.831], [3.563, -1.485, 3.796], [3.527, 0.951, 1.974], [2.947, 1.052, 3.619], [1.027, 0.703, 2.185], [1.247, -0.657, 3.247], [1.529, -2.051, 1.469], [2.071, 1.175, 0.398], [1.895, 2.000, -1.748], [1.700, 0.390, -2.393], [3.889, 1.378, -3.041], [4.063, -0.119, -2.142], [5.713, 1.546, -1.398], [4.649, 1.103, -0.093], [4.330, 3.647, -1.782], [5.075, 3.588, -0.185], [3.363, 3.240, -0.373], [-1.529, -2.371, 0.266], [-2.041, -1.192, 1.025], [-1.436, 0.063, 0.947], [-1.903, 1.133, 1.685], [-3.012, 0.978, 2.515], [-3.644, -0.260, 2.592], [-3.154, -1.324, 1.858], [-3.504, 2.093, 3.272], [-3.895, 2.985, 3.883], [-2.255, -3.187, 0.330], [-0.620, -2.751, 0.749], [-0.614, 0.218, 0.262], [-1.429, 2.104, 1.603], [-4.509, -0.383, 3.230], [-3.645, -2.288, 1.933], [-0.958, 0.913, -2.580], [-0.979, -0.193, -2.246]],
  "forces_ev_per_a": [[-0.02, 0.02, 0.01], [-0.01, 0.00, -0.01], [0.04, 0.15, -0.02], [-0.06, -0.09, 0.04], [0.02, -0.01, -0.02], [-0.01, 0.02, 0.00], [0.01, -0.06, 0.03], [0.00, -0.01, 0.00], [0.00, 0.00, -0.01], [0.00, 0.00, 0.00], [0.01, 0.02, -0.01], [-0.01, 0.00, 0.01], [-0.01, -0.02, -0.01], [0.00, 0.01, 0.01], [0.01, 0.01, 0.00], [0.02, 0.00, -0.02], [0.01, 0.01, 0.01], [0.01, 0.01, -0.01], [0.00, 0.00, 0.02], [0.00, 0.01, -0.01], [-0.03, 0.02, 0.00], [0.04, -0.01, 0.02], [-0.08, -0.01, 0.02], [0.07, -0.05, -0.07], [-0.03, 0.02, 0.02], [0.00, -0.01, -0.02], [0.00, -0.02, -0.01], [0.01, -0.01, 0.01], [-0.01, 0.01, 0.00], [0.00, 0.00, 0.00], [0.01, -0.01, 0.01], [0.00, -0.01, 0.00], [0.00, 0.00, 0.00], [-0.01, -0.01, -0.01], [0.00, 0.02, 0.00], [0.00, -0.01, 0.01], [0.02, 0.00, 0.00], [0.01, 0.00, 0.00], [-0.01, 0.01, 0.00], [-0.01, 0.01, 0.00], [0.01, 0.00, 0.00], [0.01, 0.01, 0.01], [0.00, 0.01, 0.00], [0.00, 0.00, 0.01], [0.00, 0.01, -0.01], [-0.01, 0.01, -0.01], [0.00, 0.00, 0.00], [0.00, 0.00, 0.00], [0.00, 0.00, 0.00], [0.05, -0.10, 0.08], [-0.04, 0.00, -0.06], [0.03, 0.04, 0.03], [-0.01, -0.01, 0.00], [0.01, -0.04, -0.04], [0.01, 0.02, -0.01], [-0.02, 0.01, -0.02], [-0.03, 0.03, 0.04], [0.00, 0.02, 0.00], [0.02, 0.00, 0.00], [0.00, 0.03, -0.02], [-0.01, -0.01, 0.00], [0.00, 0.00, 0.00], [0.00, 0.01, 0.00], [0.00, 0.00, 0.00], [0.00, 0.03, 0.00], [-0.03, -0.04, -0.01]],
  "mulliken_charge": [0.605, -0.868, -0.247, -0.582, -0.558, -0.030, -0.861, 0.353, 0.275, 0.317, 0.200, 0.389, 0.455, 0.338, 0.354, 0.330, 0.166, -0.948, -0.607, -0.139, -1.135, 0.454, -0.766, -0.287, 0.328, -1.210, -0.629, 0.199, -1.321, 0.415, 0.202, 0.190, 0.362, 0.278, -0.043, 0.461, 0.218, 0.662, 0.448, 0.403, 0.520, 0.310, 0.455, 0.289, 0.435, -0.330, 0.346, 0.390, 0.282, -2.025, 0.855, 0.953, -1.651, 0.555, -0.919, -0.496, -0.134, -0.574, 0.572, 0.317, 0.764, 0.488, 0.493, 0.426, -0.688, 0.191]
}